Formula: C54H41BrCl4GeN5Sn
Source: the OMol25 dataset
Level of theory: ωB97M-V/def2-TZVPD

Summary:
- F_max: 0.48 eV/A
- Total charge: +1
- HOMO: -9.900 eV
- Energy relative to the best compared isomer or geometry (same formula, charge and spin): 0.0 kJ/mol
- Frontier orbital gap: 5.70 eV
- DFT total energy: -246591.4657 eV

XYZ file:
```
107
Properties=species:S:1:pos:R:3:forces:R:3
H 0.406 -3.636 -3.501 0.004 0.000 0.008
H 5.492 -1.630 6.002 -0.002 -0.001 -0.001
H -4.523 1.290 1.523 -0.004 0.003 -0.014
C 3.474 -1.914 3.286 0.026 -0.044 0.009
H -3.371 5.888 -4.314 0.002 -0.006 0.001
N -2.650 -0.514 -1.594 -0.009 -0.061 0.015
Cl 6.142 -4.390 5.936 0.003 0.001 0.002
C -4.963 -2.326 3.601 0.014 0.018 -0.004
C -0.933 -0.662 2.624 -0.081 0.048 -0.016
C -2.176 -0.145 2.264 0.082 -0.025 -0.022
H -0.308 -2.882 1.398 0.046 -0.010 -0.024
H 1.180 -2.276 4.573 0.001 0.005 -0.004
N 0.258 -0.408 1.992 -0.130 0.060 -0.128
N -1.354 1.430 0.552 -0.181 -0.017 0.008
H -1.544 -3.437 0.256 0.010 0.019 0.008
C -1.287 3.358 -0.999 0.050 0.009 -0.002
C 6.367 2.417 -4.337 0.024 0.027 0.011
C 4.146 -1.326 4.352 0.035 0.027 0.013
H 7.433 3.278 -2.690 0.002 -0.001 -0.002
C 3.224 1.626 -1.573 -0.044 -0.033 0.003
C 4.189 1.552 -3.867 0.020 -0.031 -0.023
H -5.530 0.470 5.428 0.006 0.000 0.000
C 0.034 3.201 -1.425 -0.065 -0.074 -0.013
Cl 7.639 2.738 -5.466 0.001 0.000 -0.001
C -2.867 -0.359 -2.879 0.078 0.008 -0.067
N 0.869 2.174 -1.070 0.035 0.044 0.031
H 4.027 -0.267 4.546 -0.013 0.000 -0.015
H 0.305 4.976 -2.741 0.013 -0.007 -0.011
C -3.494 6.745 -2.356 -0.004 0.011 -0.008
H 3.276 1.075 -4.205 0.000 -0.003 0.008
H -0.281 -4.539 0.799 0.002 -0.006 -0.016
H -0.358 -0.990 -2.156 0.003 0.113 0.081
C 4.333 1.895 -2.527 0.041 0.065 0.023
C -5.555 -1.463 4.510 -0.037 -0.009 0.029
C 0.711 4.062 -2.341 0.070 0.014 -0.054
H -5.957 -2.956 -0.446 0.007 0.007 -0.005
H -2.088 3.921 -3.544 0.005 -0.027 0.002
C -4.480 -2.083 -2.957 0.017 0.009 0.038
H 2.726 3.915 -3.191 -0.009 0.008 0.000
Sn 0.391 0.391 0.000 0.445 -0.024 0.174
H 4.584 -5.101 3.679 0.000 0.003 -0.002
C -0.126 -3.935 -2.597 -0.008 0.032 0.007
C -3.580 1.539 1.066 -0.020 0.084 -0.056
C 5.204 1.804 -4.776 0.011 0.003 0.004
H -5.234 -4.211 -1.447 -0.002 0.013 -0.009
H -3.133 -1.590 0.085 -0.019 -0.006 0.006
H 5.100 1.530 -5.816 -0.004 -0.001 0.003
C 5.505 2.521 -2.109 -0.013 0.007 -0.026
H -3.901 -0.921 -4.680 0.006 0.006 0.001
C 5.117 -3.437 4.917 0.007 -0.012 0.014
H -0.053 -5.019 -2.502 0.008 0.000 0.029
C -3.315 2.551 0.203 -0.079 -0.048 0.051
H -3.572 1.238 4.120 0.005 -0.007 0.001
H 1.380 -0.818 -2.037 0.043 -0.026 0.042
H -1.459 -1.817 4.458 0.016 0.012 0.009
H -5.356 -3.325 3.472 -0.002 0.003 -0.002
C 0.636 -1.716 3.831 -0.078 -0.019 0.038
C 4.541 -0.571 0.939 0.056 0.031 -0.061
H -4.428 -3.691 0.031 -0.009 0.018 0.003
C -2.053 4.537 -1.488 -0.007 0.010 -0.030
H 5.612 2.823 -1.074 0.013 -0.013 0.000
C -3.105 5.779 -3.271 -0.010 0.027 0.025
C -5.061 -0.182 4.705 0.008 -0.010 -0.013
C -3.867 -1.891 2.873 0.008 -0.052 0.031
Br -1.781 0.933 -3.763 -0.044 0.042 -0.024
C -5.010 -3.346 -0.824 -0.023 -0.085 0.039
H -4.004 3.284 -0.184 -0.001 -0.006 -0.002
C 3.447 0.742 -0.518 -0.033 0.025 -0.040
H -3.474 7.394 -0.316 0.002 -0.003 0.000
C 4.705 0.128 -0.212 0.014 -0.050 0.063
C -4.267 -2.297 -1.596 0.021 0.067 -0.064
C 1.937 3.524 -2.570 -0.045 0.036 -0.012
H 5.602 0.226 -0.800 0.009 0.014 0.009
C 1.236 -1.054 2.709 0.065 -0.051 -0.019
C 2.044 2.354 -1.756 0.050 0.000 0.115
Cl -6.925 -1.996 5.424 0.007 -0.002 -0.008
C 4.969 -2.083 5.172 0.001 -0.024 -0.017
C 2.485 -3.493 -0.785 0.003 0.051 0.023
H 5.279 -1.142 1.478 -0.007 -0.006 -0.005
H 3.023 -3.335 -1.721 0.001 -0.008 0.001
C -1.927 2.485 -0.129 0.015 -0.065 0.015
Cl -4.397 8.118 -2.897 0.004 -0.003 -0.001
C 6.525 2.785 -3.009 -0.027 -0.018 -0.024
H -2.191 5.427 0.460 0.003 -0.009 -0.005
C 3.635 -3.275 3.048 -0.028 -0.004 0.007
C -2.350 0.856 1.309 0.053 0.053 0.097
H -1.180 -3.673 -2.720 0.009 0.002 0.003
C -3.771 -1.101 -3.624 -0.015 -0.010 0.029
Ge 0.605 -3.020 -1.032 -0.019 -0.029 0.000
C 3.169 -0.436 1.322 -0.001 -0.089 0.054
C -2.452 5.521 -0.587 -0.004 0.013 0.025
C 4.455 -4.043 3.859 0.014 0.010 0.026
H 2.967 -2.885 -0.018 -0.040 -0.007 -0.013
N 2.522 0.374 0.433 -0.127 0.120 -0.128
C 0.483 -1.098 -1.475 -0.098 -0.179 -0.153
H 2.585 -4.544 -0.512 -0.003 -0.002 0.007
H -3.388 -2.570 2.178 0.021 0.002 -0.015
C -2.383 4.681 -2.833 -0.012 0.004 -0.010
C 2.588 -1.097 2.407 -0.032 0.063 -0.046
C -0.697 -1.485 3.773 0.067 -0.039 0.010
C -3.339 -1.475 -0.975 -0.108 0.003 0.018
C -3.966 0.240 3.969 -0.064 0.007 -0.019
C -0.486 -3.504 0.522 -0.027 -0.044 -0.030
C -3.169 6.627 -1.013 -0.005 -0.004 -0.029
C -3.363 -0.605 3.041 0.009 0.046 0.020
H -5.192 -2.693 -3.499 0.001 -0.005 0.005
H 3.112 -3.744 2.223 -0.003 0.013 -0.005
```
Positions in Å, forces in eV/Å.